Run a
Molecular formula: C20H43IrN2OP3S
Method: DFT, the ωB97M-V functional and the def2-TZVPD basis

**Frontier orbital gap (alpha / beta)**: 0.228 / 0.200 Ha
**LUMO level (alpha / beta)**: -12.15 / -16.14 eV
**HOMO energy (alpha / beta)**: -18.365 / -21.579 eV

Structure (ORCA input):
```
! wB97M-V def2-TZVPD RIJCOSX def2/J DEFGRID3
* xyz 4 6
Ir 0.216 0.232 0.108
P 1.590 -0.698 1.550
P 1.451 2.256 0.034
P -0.920 -1.919 -0.139
H -0.202 3.064 -4.816
C -0.418 2.100 -4.331
C -1.774 1.889 -3.811
H -1.868 2.459 -2.858
C 3.051 -1.370 0.650
C 2.276 0.412 2.828
C 1.097 -2.095 2.628
C 0.922 3.336 -1.333
C 1.142 3.255 1.531
C 3.261 2.089 -0.174
C -2.313 -1.836 -1.306
C -1.749 -2.720 1.275
C 0.207 -3.191 -0.830
H 0.071 1.225 -4.791
H -2.576 2.242 -4.491
H 3.861 -1.552 1.367
H 3.418 -0.651 -0.092
H 2.796 -2.324 0.170
H 3.018 -0.150 3.411
H 1.466 0.708 3.515
H 2.780 1.288 2.403
H 1.012 -3.031 2.068
H 0.147 -1.880 3.130
H 1.877 -2.236 3.391
H 1.354 4.337 -1.189
H -0.173 3.406 -1.341
H 1.244 2.932 -2.301
H 2.086 3.668 1.909
H 0.652 2.659 2.310
H 0.466 4.072 1.262
H 3.700 3.084 -0.326
H 3.457 1.485 -1.070
H 3.746 1.613 0.685
H -2.986 -2.688 -1.145
H -1.955 -1.831 -2.342
H -2.868 -0.907 -1.126
H -2.649 -3.232 0.911
H -2.051 -1.975 2.020
H -1.100 -3.460 1.752
H -0.374 -3.937 -1.391
H 0.751 -3.700 -0.023
H 0.922 -2.718 -1.515
C -0.615 0.206 -2.813
C 0.521 -0.436 -3.371
C 0.316 -1.310 -4.433
C -0.961 -1.346 -5.040
C -2.009 -0.548 -4.664
C -1.922 0.369 -3.501
O -0.592 0.839 -1.695
H 1.342 -0.081 -1.089
H 1.507 -0.043 -3.055
H 1.165 -1.894 -4.809
H -1.073 -2.038 -5.878
H -2.972 -0.587 -5.173
H -2.803 0.262 -2.836
S -1.620 1.187 1.285
C -1.559 0.604 2.907
N -0.728 0.985 3.900
C -1.107 0.425 5.177
C -2.263 -0.492 4.835
N -2.401 -0.320 3.403
H -0.154 1.806 3.835
H -1.413 1.197 5.884
H -0.272 -0.113 5.622
H -3.192 -0.211 5.343
H -2.034 -1.531 5.094
H -3.221 -0.640 2.904
*
```

---

Run b
Molecular formula: C20H43IrN2OP3S
Method: DFT, the ωB97M-V functional and the def2-TZVPD basis

**Frontier orbital gap (alpha / beta)**: 0.256 / 0.194 Ha
**LUMO level (alpha / beta)**: -10.01 / -14.95 eV
**HOMO energy (alpha / beta)**: -16.984 / -20.233 eV

Structure (ORCA input):
```
! wB97M-V def2-TZVPD RIJCOSX def2/J DEFGRID3
* xyz 4 6
Ir 0.118 -0.706 0.058
P -0.685 -2.826 -0.458
P 0.599 0.172 -1.995
P -1.960 0.191 0.455
H 1.742 0.270 2.182
C 0.677 0.037 2.110
C 0.254 -1.321 2.155
H 0.988 -2.143 2.216
C 0.445 -4.241 -0.535
C -1.497 -2.963 -2.084
C -1.938 -3.460 0.709
C 1.325 1.808 -1.670
C 1.766 -0.776 -3.029
C -0.824 0.474 -3.090
C -2.650 -0.125 2.119
C -3.302 -0.289 -0.691
C -1.830 2.002 0.289
H -0.001 0.804 2.472
H -0.725 -1.545 2.602
H 0.790 -4.528 0.470
H 1.308 -4.047 -1.189
H -0.143 -5.073 -0.957
H -0.803 -2.685 -2.887
H -2.404 -2.350 -2.128
H -1.772 -4.024 -2.199
H -1.531 -3.465 1.730
H -2.158 -4.496 0.403
H -2.868 -2.875 0.683
H 1.529 2.330 -2.611
H 2.263 1.704 -1.118
H 0.639 2.422 -1.078
H 1.781 -0.359 -4.046
H 1.449 -1.825 -3.091
H 2.778 -0.739 -2.615
H -0.473 0.901 -4.041
H -1.533 1.184 -2.643
H -1.340 -0.470 -3.315
H -3.615 0.387 2.254
H -1.966 0.222 2.902
H -2.816 -1.200 2.270
H -4.204 0.308 -0.511
H -3.574 -1.342 -0.567
H -2.998 -0.126 -1.729
H -2.732 2.509 0.656
H -1.680 2.303 -0.755
H -0.970 2.367 0.864
C -0.705 5.828 -0.239
C -0.150 7.136 -0.245
C -0.114 7.824 0.972
C -0.662 7.284 2.143
C -1.347 6.075 2.074
C -1.459 5.407 0.847
O -0.389 4.808 -1.115
H 0.011 5.121 -1.946
H 0.244 7.592 -1.149
H 0.366 8.806 1.035
H -0.561 7.795 3.092
H -1.789 5.617 2.960
H -2.047 4.487 0.764
S 2.657 -1.112 0.087
C 3.167 -2.648 0.630
N 3.190 -3.104 1.900
C 3.702 -4.465 2.003
C 4.020 -4.822 0.559
N 3.663 -3.614 -0.163
H 2.966 -2.538 2.700
H 2.941 -5.127 2.425
H 4.601 -4.497 2.628
H 3.423 -5.675 0.212
H 5.085 -5.053 0.429
H 3.729 -3.520 -1.173
*
```

---

So which one wins? Going from most stable to least: run b, run a.

---

Run a
Molecular formula: C2H8N6
Method: DFT, the ωB97M-V functional and the def2-TZVPD basis

**Frontier orbital gap**: 0.317 Ha
**LUMO level**: 0.31 eV
**HOMO energy**: -8.307 eV

Structure (ORCA input):
```
! wB97M-V def2-TZVPD RIJCOSX def2/J DEFGRID3
* xyz 0 1
C 0.570 -1.260 0.109
C -0.968 0.280 -0.549
H 1.733 0.167 -1.304
H 2.288 1.322 0.500
H 2.191 -0.932 1.366
H -0.696 -2.789 0.435
H -0.107 0.646 1.570
H -1.155 1.988 1.051
H -2.176 0.357 -2.295
H -2.684 1.753 -0.983
N 2.346 0.224 -0.262
N 1.578 -0.453 0.826
N 0.191 -2.338 1.017
N -0.234 -0.687 -0.964
N -0.672 0.999 0.733
N -2.205 0.725 -1.247
*
```

---

Run b
Molecular formula: C2H8N6
Method: DFT, the ωB97M-V functional and the def2-TZVPD basis

**Frontier orbital gap**: 0.354 Ha
**LUMO level**: 0.63 eV
**SMILES**: [H]/N=C(/N)NN/C(N)=N/[H]
**HOMO energy**: -8.996 eV

Structure (ORCA input):
```
! wB97M-V def2-TZVPD RIJCOSX def2/J DEFGRID3
* xyz 0 1
H 2.415 -0.347 2.559
N 1.403 -0.375 2.774
C 0.679 -0.224 1.727
N -0.633 -0.251 1.602
N 1.171 0.021 0.368
N 0.641 -0.484 -0.669
C -0.520 0.110 -1.514
N -0.680 1.461 -1.542
N -1.250 -0.627 -2.372
H -1.871 0.101 -2.634
H -1.313 -0.841 2.153
H -0.903 -0.621 0.641
H 2.203 -0.305 0.356
H 0.378 -1.567 -0.918
H -0.031 2.011 -0.959
H -1.690 1.941 -1.572
*
```

---

Run c
Molecular formula: C2H8N6
Method: DFT, the ωB97M-V functional and the def2-TZVPD basis

**Frontier orbital gap**: 0.341 Ha
**LUMO level**: 0.97 eV
**HOMO energy**: -8.325 eV

Structure (ORCA input):
```
! wB97M-V def2-TZVPD RIJCOSX def2/J DEFGRID3
* xyz 0 1
C 0.207 0.449 0.229
C 0.482 -3.335 0.151
H -1.391 2.147 -1.161
H -1.729 1.050 0.179
H -0.443 -0.502 -1.471
H 1.267 -0.845 1.345
H 1.244 -3.707 0.919
H -0.226 -3.952 -0.520
H 0.598 3.316 1.045
H 0.570 2.832 -0.597
N -1.583 1.023 -1.112
N -0.334 0.340 -1.064
N 0.540 -0.943 0.694
N 0.036 -2.006 0.041
N 0.508 1.426 0.992
N 0.254 2.706 0.330
*
```

---

Run d
Molecular formula: C2H8N6
Method: DFT, the ωB97M-V functional and the def2-TZVPD basis

**Frontier orbital gap**: 0.333 Ha
**LUMO level**: 0.11 eV
**HOMO energy**: -8.937 eV

Structure (ORCA input):
```
! wB97M-V def2-TZVPD RIJCOSX def2/J DEFGRID3
* xyz 0 1
C -1.430 -0.123 0.049
C 2.083 -0.047 -0.093
H -1.782 1.943 0.464
H -3.149 0.689 1.181
H -3.089 -0.789 -1.088
H -1.390 -2.159 -0.812
H 0.931 -1.400 0.900
H 2.482 1.634 -0.901
H 0.968 1.645 0.022
H 3.275 -1.403 0.426
N -2.335 1.004 0.078
N -2.017 -1.146 -0.612
N -0.348 0.114 0.784
N 0.803 -0.749 0.128
N 1.731 1.249 -0.678
N 3.267 -0.462 0.151
*
```

---

So which one wins? Going from most stable to least: run b, run d, run c, run a.

---

Run a
Molecular formula: C3H5NO4
Method: DFT, the ωB97M-V functional and the def2-TZVPD basis

**Frontier orbital gap**: 0.362 Ha
**LUMO level**: 0.03 eV
**HOMO energy**: -9.822 eV

Structure (ORCA input):
```
! wB97M-V def2-TZVPD RIJCOSX def2/J DEFGRID3
* xyz 0 1
C -1.897 0.526 -0.286
C 0.246 -1.579 0.756
C 0.243 -0.398 -0.813
N 2.076 0.780 0.460
O 0.687 0.603 0.325
O -0.998 -0.120 -1.192
O 0.056 -1.728 1.868
O 1.090 -0.782 -1.578
H 2.405 0.079 1.129
H 2.493 0.564 -0.448
H -1.564 1.547 -0.100
H -1.975 -0.012 0.663
H -2.863 0.522 -0.783
*
```

---

Run b
Molecular formula: C3H5NO4
Method: DFT, the ωB97M-V functional and the def2-TZVPD basis

**Frontier orbital gap**: 0.381 Ha
**LUMO level**: 0.10 eV
**SMILES**: C=CC(=O)O.O=NO
**HOMO energy**: -10.271 eV

Structure (ORCA input):
```
! wB97M-V def2-TZVPD RIJCOSX def2/J DEFGRID3
* xyz 0 1
C -2.263 1.043 1.395
C -1.574 -0.067 1.327
C -0.357 -0.262 0.500
O 0.063 0.529 -0.318
O 0.259 -1.324 0.864
H -3.015 1.374 2.076
H -1.898 1.832 0.798
H -1.435 -0.890 2.058
H 1.094 -1.257 0.469
O 3.801 -0.718 -2.482
N 2.833 -0.307 -1.908
O 1.598 -0.160 -2.694
H 0.892 0.209 -2.085
*
```

---

So which one wins? Going from most stable to least: run a, run b.

---

Run a
Molecular formula: C3H5NO4
Method: DFT, the ωB97M-V functional and the def2-TZVPD basis

**Frontier orbital gap**: 0.334 Ha
**LUMO level**: 0.34 eV
**HOMO energy**: -8.751 eV

Structure (ORCA input):
```
! wB97M-V def2-TZVPD RIJCOSX def2/J DEFGRID3
* xyz 0 1
C 0.508 -1.944 1.435
C -0.555 0.970 -0.709
C 0.787 1.696 -0.679
N 0.262 -2.074 2.613
O 0.763 -1.877 0.303
O -0.839 0.485 0.603
O -0.729 0.008 -1.754
O 1.540 1.517 -1.726
H -1.299 1.788 -0.913
H -1.132 1.173 1.180
H -0.440 -1.800 3.245
H -0.099 -0.644 -1.276
H 1.233 0.702 -2.323
*
```

---

Run b
Molecular formula: C3H5NO4
Method: DFT, the ωB97M-V functional and the def2-TZVPD basis

**Frontier orbital gap**: 0.405 Ha
**LUMO level**: 0.52 eV
**SMILES**: NC(=O)[C@H](O)C(=O)O
**HOMO energy**: -10.502 eV

Structure (ORCA input):
```
! wB97M-V def2-TZVPD RIJCOSX def2/J DEFGRID3
* xyz 0 1
N 1.118 1.527 -0.098
C 1.132 0.156 -0.189
O 2.085 -0.615 -0.573
C -0.087 -0.658 0.508
O 0.251 -1.945 0.339
C -1.330 -0.038 0.031
O -1.757 1.073 0.290
O -2.083 -0.815 -0.785
H 2.054 2.057 -0.308
H 0.236 1.866 -0.017
H -0.083 -0.256 1.588
H 1.399 -2.023 0.283
H -2.935 -0.328 -1.067
*
```

---

So which one wins? Going from most stable to least: run b, run a.